Record 1
The following is a DFT calculation (the ωB97M-V functional and the def2-TZVPD basis) of C18H44N10O5P2Ti as an isolated structure.

The geometry in XYZ format:
```
80
C18H44N10O5P2Ti | the Open Molecules 2025 dataset | the ωB97M-V functional and the def2-TZVPD basis
Ti 0.30041 0.21984 0.11654
C 1.54138 1.98222 2.44001
N 1.34970 2.15572 0.95606
C 0.96279 3.56120 0.66422
P 2.70499 1.52023 0.14592
O 2.39233 0.03685 0.19081
O 2.53975 2.09800 -1.33898
P 1.42904 1.60146 -2.42959
O 0.18251 1.21978 -1.61151
N 2.14736 0.37565 -3.16365
C 3.60869 0.16165 -3.21446
C 1.44437 -0.19341 -4.33156
N 1.10049 2.78986 -3.42103
C 2.16355 3.23943 -4.34488
C 0.00485 3.75813 -3.22712
N 4.12075 1.97677 0.66095
C 4.97055 1.08182 1.48752
C 4.72351 3.28483 0.31593
H 0.58260 2.14839 2.92058
H 2.26390 2.71050 2.80408
H 1.87216 0.97653 2.67911
H 0.02462 3.76234 1.17523
H 0.82008 3.71690 -0.39905
H 1.71091 4.25932 1.03990
H 3.98938 0.44691 -4.19629
H 3.82023 -0.89147 -3.04241
H 4.12433 0.74143 -2.45899
H 0.36398 -0.09489 -4.24596
H 1.68871 -1.25314 -4.39333
H 1.76832 0.29660 -5.25103
H 2.92976 2.47507 -4.45734
H 2.62658 4.14845 -3.96274
H 1.73140 3.43529 -5.32391
H -0.74304 3.36300 -2.54727
H -0.46788 3.94614 -4.18974
H 0.40014 4.69863 -2.83909
H 4.45735 0.14980 1.70540
H 5.21368 1.58557 2.42118
H 5.88515 0.86045 0.94039
H 4.03565 3.90390 -0.25470
H 5.62164 3.12003 -0.27656
H 4.98323 3.80617 1.23499
N -1.88148 0.73603 0.27690
C -2.51670 -0.41590 0.98071
C -3.80898 -0.06577 1.75085
C -4.97022 -1.09973 1.73378
C -5.40812 -1.61971 3.09908
N -4.43376 -2.53915 3.68084
C -4.69923 -3.44124 4.61584
N -5.91801 -3.55877 5.13883
N -3.72853 -4.26673 5.01859
C -1.45295 -1.00818 1.89615
O -1.67801 -1.93423 2.62738
O -0.25363 -0.42130 1.79228
H -1.96660 1.55516 0.87764
H -2.38072 0.96447 -0.57917
H -2.72463 -1.17386 0.22630
H -4.17124 0.86090 1.30203
H -3.55864 0.19002 2.78536
H -4.74730 -1.94030 1.07179
H -5.84946 -0.61161 1.31496
H -6.35718 -2.14409 2.99200
H -5.57036 -0.76935 3.76672
H -3.46491 -2.43618 3.39954
H -6.63756 -2.88291 4.95369
H -6.12261 -4.27353 5.81723
H -2.80107 -4.18919 4.63662
H -3.86088 -4.88624 5.79991
C -0.03030 -4.47963 -2.99256
N 0.20706 -3.54896 -1.87284
C 0.94899 -3.81821 -0.73472
C 0.90672 -2.69674 0.01508
N 0.14601 -1.73253 -0.64987
C -0.24603 -2.30360 -1.78147
H -0.53226 -5.36751 -2.62074
H 0.91827 -4.74815 -3.44763
H -0.66289 -3.98553 -3.72406
H 1.42398 -4.77210 -0.57666
H 1.35126 -2.50936 0.97550
H -0.85791 -1.84821 -2.54352
```

Lowest unoccupied orbital energy (spin up / spin down): -7.15 / -6.76 eV
Total charge: +3
Expectation value of S²: 0.75
Relative energy (zero: lowest compared OMol25 entry of this formula, charge and spin): 40.7 kJ/mol
2S+1: 2
Gap between HOMO and LUMO (spin up / spin down): 8.923 / 9.993 eV

Record 2
The following is a DFT calculation (the ωB97M-V functional and the def2-TZVPD basis) of a 4-piece molecular cluster, C18H44O6P overall.

The geometry in XYZ format:
```
69
C18H44O6P | the Open Molecules 2025 dataset | the ωB97M-V functional and the def2-TZVPD basis
C 1.53510 -1.54815 0.52019
C 1.33280 -2.89774 -0.17143
O 2.57768 -3.38739 -0.62583
C 0.69433 -3.93559 0.80611
P -1.08117 -3.74295 0.85581
C -1.95156 -4.27849 -0.62773
C -3.45272 -3.88731 -0.56029
C -3.59614 -2.46951 -1.06978
O -3.04189 -1.54785 -0.57089
O -4.32577 -2.38705 -2.16888
H 2.35087 -1.02235 0.01453
H 0.64344 -0.91871 0.41147
H 1.77800 -1.64687 1.58443
H 0.65086 -2.73575 -1.02387
H 2.46559 -3.92804 -1.42105
H 0.96014 -4.97165 0.55915
H 1.05081 -3.74285 1.82956
H -1.62194 -4.48909 1.90419
H -1.39185 -2.40216 1.07932
H -1.46861 -3.84148 -1.50994
H -1.84152 -5.36947 -0.69904
H -4.06403 -4.58482 -1.13761
H -3.80758 -3.90116 0.48077
H -4.30952 -1.46409 -2.48950
C -1.70765 1.45219 4.75660
C -1.83114 2.16136 3.42095
O -1.52172 1.34254 2.29991
C -2.31671 0.19220 2.11776
C -3.79461 0.46197 1.90436
H -0.70323 1.04569 4.88521
H -1.89954 2.15764 5.56525
H -2.42460 0.63600 4.85828
H -1.11213 2.97955 3.36821
H -2.82672 2.60336 3.30853
H -2.17396 -0.52003 2.94417
H -1.91148 -0.26713 1.21333
H -4.26990 0.90889 2.77824
H -4.31150 -0.47394 1.68814
H -3.93803 1.13559 1.05861
C 3.59404 4.12412 -1.00474
C 3.75392 2.65533 -0.65398
O 3.69876 2.37508 0.73353
C 2.49726 2.73735 1.39349
C 1.26133 2.05787 0.83497
H 4.35089 4.72342 -0.49757
H 3.70933 4.26052 -2.08116
H 2.61194 4.50934 -0.72684
H 4.73896 2.30601 -0.96617
H 3.01382 2.05359 -1.19820
H 2.36488 3.82524 1.39619
H 2.65264 2.43502 2.42999
H 1.07500 2.34969 -0.20065
H 0.37542 2.31340 1.41336
H 1.38205 0.97413 0.86404
C 2.83877 1.44159 -3.18632
C 1.95923 0.21915 -3.37186
O 1.08772 -0.04063 -2.27686
C 0.16331 0.98941 -1.95884
C -0.79846 1.33300 -3.08148
H 3.43570 1.35236 -2.27741
H 3.51557 1.53743 -4.03584
H 2.25778 2.36289 -3.12455
H 2.57990 -0.67452 -3.44606
H 1.38985 0.29310 -4.30447
H 0.69040 1.88809 -1.62014
H -0.39409 0.61011 -1.09923
H -0.28532 1.73907 -3.95341
H -1.50915 2.08568 -2.73834
H -1.35386 0.44785 -3.39867
```

Lowest unoccupied orbital energy: -2.66 eV
Total charge: +1
Relative energy (zero: lowest compared OMol25 entry of this formula, charge and spin): 76.3 kJ/mol
Gap between HOMO and LUMO: 8.459 eV

Record 3
The following is a DFT calculation (the ωB97M-V functional and the def2-TZVPD basis) of C18H45BeN3O6 as an isolated structure.

The geometry in XYZ format:
```
73
C18H45BeN3O6 | the Open Molecules 2025 dataset | the ωB97M-V functional and the def2-TZVPD basis
Be -0.17752 -0.38686 -0.05738
C 1.26986 -2.56557 2.22802
O 1.07906 -1.26964 1.60918
C 2.38852 -0.71759 1.53116
C 2.45620 0.80316 1.03517
N 1.61714 0.89147 -0.18720
C 2.30539 0.32694 -1.37402
C 1.35671 0.40276 -2.62613
O 0.06871 -0.20241 -2.32815
C -0.66536 -0.44403 -3.50262
H 1.54544 -2.32286 3.25429
H 1.88414 -3.32817 1.74926
H 0.32846 -3.09909 2.35935
H 3.06585 -1.32373 0.92956
H 2.80094 -0.68206 2.53950
H 3.45473 1.17833 0.81095
H 2.13772 1.39523 1.89315
H 1.46202 1.88192 -0.31001
H 2.40015 -0.74718 -1.21472
H 3.25965 0.72765 -1.71594
H 1.83909 -0.03268 -3.50124
H 1.11677 1.42965 -2.90182
H -1.32659 0.40675 -3.66709
H -1.25094 -1.34960 -3.34408
H -0.03930 -0.41279 -4.39435
C 1.36267 -2.91097 -1.95714
O 0.50278 -2.44681 -0.88965
C -0.54962 -3.35904 -0.61196
C -1.52651 -2.76193 0.52022
N -2.08563 -1.48101 -0.01475
C -2.97286 -0.89354 0.98412
C -2.22065 -0.56278 2.34577
O -1.01154 -0.10236 1.98608
C -0.22369 0.37225 3.09150
H 2.35495 -2.46274 -2.00800
H 0.76269 -2.67954 -2.83724
H 1.45465 -3.99541 -1.89697
H -0.14208 -4.29658 -0.23377
H -1.01115 -3.50497 -1.58859
H -0.98908 -2.52272 1.43784
H -2.25425 -3.54414 0.73616
H -2.62420 -1.81255 -0.80223
H -3.81046 -1.56144 1.18516
H -3.42188 0.04448 0.65761
H -1.86728 -1.43209 2.90029
H -2.89200 0.05624 2.94094
H -0.68140 1.19218 3.64496
H 0.72788 0.68832 2.66405
H -0.12062 -0.38437 3.86931
C 2.86347 3.89724 -0.84829
O 1.97016 2.93287 -0.30584
C 1.00552 3.58559 0.56923
C 0.47215 2.36550 1.44964
N -0.18532 1.48119 0.56061
C -1.62614 1.61751 0.78232
C -2.47944 1.19412 -0.37690
O -2.24319 -0.08079 -0.87767
C -3.18429 -0.39811 -1.96217
H 2.34412 4.46274 -1.62196
H 3.70896 3.47638 -1.39246
H 3.28808 4.58551 -0.11747
H 0.37680 4.21234 -0.06322
H 1.54082 4.25671 1.24090
H -0.19555 2.59861 2.27905
H 1.31455 1.85282 1.91398
H -0.10968 1.99795 -0.30386
H -1.87900 2.66710 0.93231
H -1.95824 1.12709 1.69737
H -2.31752 1.96710 -1.12817
H -3.54257 1.41718 -0.28689
H -4.23774 -0.59370 -1.76197
H -2.84744 -1.21223 -2.60392
H -3.21609 0.39123 -2.71319
```

Lowest unoccupied orbital energy: -4.54 eV
Total charge: +2
Relative energy (zero: lowest compared OMol25 entry of this formula, charge and spin): 1274.8 kJ/mol
Gap between HOMO and LUMO: 9.303 eV

Q: What is the total charge in the third record?
A: +2

Q: What is the formula in the third record?
A: C18H45BeN3O6

Q: The highest relative energy (zero: lowest compared OMol25 entry of this formula, charge and spin) belongs to which entry?
A: C18H45BeN3O6

Q: Among the records above, which one has the highest total charge?
A: C18H44N10O5P2Ti